# 1
C10H22N3O4Pm | the ωB97M-V functional and the def2-TZVPD basis

```
40
Properties=species:S:1:pos:R:3
Pm -0.547 1.058 -0.279
O -0.611 1.180 1.739
O -0.547 1.058 -2.547
O 1.539 0.918 -0.430
O -1.647 -0.719 -0.430
N -2.351 -2.203 1.165
N -1.512 1.994 -4.358
N 3.171 0.714 1.164
C -1.368 -0.008 1.923
C -1.782 -0.981 0.766
C 0.789 1.033 1.928
C 4.175 0.658 0.112
C 1.832 0.885 0.765
C -0.632 1.140 -3.767
C 0.209 0.323 -4.706
C -2.954 -2.435 2.469
C 3.668 1.038 2.493
C -2.766 -3.117 0.111
H 5.018 0.046 0.445
H -2.814 -3.484 2.746
H -2.094 2.560 -3.753
H 1.264 0.546 -4.526
H 3.919 2.103 2.518
H -3.797 -2.883 -0.170
H -1.610 2.090 -5.358
H -0.899 -0.608 2.711
H -4.023 -2.214 2.399
H 4.518 1.675 -0.100
H -2.523 -1.813 3.253
H 0.017 -0.738 -4.526
H -0.022 0.548 -5.751
H 1.084 1.960 2.435
H -2.325 0.342 2.330
H 4.563 0.444 2.701
H 2.933 0.830 3.271
H 3.771 0.219 -0.805
H -2.126 -3.026 -0.771
H 0.980 0.217 2.635
H -2.707 -4.146 0.478
H -1.792 2.796 -0.279
```

Electronic energy = -1467.2262 a.u.
LUMO level (alpha / beta) = -6.396 / -6.395 eV
2S+1 = 5
Charge = +2

Atom charges from the Mulliken analysis, given in e for atoms 1 to 4: atom 1 (Pm): 1.217, atom 2 (O): -0.326, atom 3 (O): -0.615, atom 4 (O): -0.542

---

# 2
C10H22NO2 | the ωB97M-V functional and the def2-TZVPD basis

```
35
Properties=species:S:1:pos:R:3
O 0.369 1.231 1.327
O -0.679 -0.337 -0.310
N 1.654 0.575 -0.387
C 2.244 -1.459 -1.134
C 3.210 -0.802 1.281
C -1.907 -0.381 0.243
C -2.678 0.937 0.154
C -2.674 -1.322 -0.648
C 0.446 1.264 0.022
C -0.047 2.388 -0.875
C 1.654 -0.214 -1.728
C 2.038 -0.794 0.256
C -1.773 -0.795 1.701
H -0.911 2.898 -0.445
H 3.284 -1.751 -1.346
H 2.877 -0.458 2.292
H -2.392 -0.793 -1.599
H -0.278 2.002 -1.817
H 2.584 1.140 -0.375
H -1.853 -1.902 1.841
H 0.569 -0.348 -1.911
H -2.463 1.633 0.920
H 1.711 -2.405 -1.400
H -3.837 0.691 0.097
H -0.884 -0.378 2.158
H 1.089 -1.174 0.697
H -2.762 -0.561 2.217
H -2.333 -2.367 -0.630
H 3.849 0.027 1.081
H 0.682 3.077 -0.948
H 3.751 -1.707 1.469
H -2.492 1.483 -0.794
H 2.126 0.249 -2.569
H -0.454 1.638 1.631
H -3.720 -1.283 -0.470
```

Electronic energy = -599.0727 a.u.
LUMO level (alpha / beta) = -3.366 / -3.366 eV
Charge = +1

Atom charges from the natural (NBO) analysis, given in e for atoms 1 to 4: atom 1 (O): -0.643, atom 2 (O): -0.697, atom 3 (N): -0.460, atom 4 (C): -0.454